Density functional theory data (wB97M-V/def2-TZVPD) for 6 unconnected molecules or ions with the total composition C24H49O14PS6.

Atoms and positions in Å:
O 6.3241 -5.8792 -0.8947
P 5.7666 -4.5948 -1.3791
C 4.4368 -4.7500 -2.6114
C 3.6533 -3.4492 -2.8258
C 2.7178 -3.0939 -1.6555
O 2.7126 -4.1308 -0.6398
S 2.2402 -5.5609 -1.1370
O 1.0111 -5.4204 -1.8589
O 2.3241 -6.4065 0.0066
C 3.5364 -5.9542 -2.3025
H 6.7075 -3.7604 -2.0156
H 5.2494 -3.7440 -0.3842
H 4.9659 -4.9743 -3.5376
H 4.3520 -2.6296 -3.0086
H 3.0717 -3.5552 -3.7432
H 3.0371 -2.1974 -1.1412
H 1.6963 -2.9428 -1.9972
H 3.0182 -6.2715 -3.2064
H 4.1024 -6.7827 -1.8783
O -0.5040 -0.5869 -0.9586
S 0.6073 -0.0891 -0.1832
O 1.9373 -0.1539 -0.7475
C 0.2459 1.5730 0.3547
C -0.4635 1.3766 1.6903
C 0.3418 0.3050 2.4354
C 0.5814 -0.8445 1.4498
H -0.3636 2.0490 -0.4101
H 1.1886 2.1034 0.4730
H -0.5117 2.3105 2.2480
H -1.4805 1.0227 1.5418
H 1.2979 0.7183 2.7633
H -0.1911 -0.0470 3.3172
H 1.5260 -1.3632 1.5952
H -0.2364 -1.5629 1.4439
O 0.0764 6.2529 0.4610
S 1.0038 5.4151 -0.2558
O 1.7509 4.4025 0.4473
C 0.1601 4.7056 -1.6705
C 0.3746 5.7280 -2.7804
C 1.8441 6.1575 -2.6765
C 2.1271 6.4587 -1.2016
H -0.8806 4.5438 -1.3988
H 0.6462 3.7568 -1.8984
H 0.1443 5.3028 -3.7560
H -0.2808 6.5874 -2.6248
H 2.4869 5.3445 -3.0186
H 2.0550 7.0272 -3.2969
H 3.1413 6.2184 -0.8933
H 1.8913 7.4874 -0.9356
O -3.3313 0.9279 2.9402
S -4.7327 0.5756 2.9768
O -5.1481 -0.6225 3.6609
C -5.6628 1.9804 3.5698
C -6.0014 2.7708 2.3123
C -6.4241 1.7259 1.2706
C -5.3823 0.6015 1.2982
H -5.0571 2.5152 4.2981
H -6.5678 1.5860 4.0328
H -6.7980 3.4878 2.5040
H -5.1221 3.3205 1.9684
H -7.4050 1.3305 1.5394
H -6.5012 2.1571 0.2736
H -5.7954 -0.3821 1.0894
H -4.5384 0.7943 0.6380
O -11.1343 1.0466 5.1212
S -9.7315 1.3653 5.1686
O -9.0224 1.6827 3.9519
C -9.4697 2.6543 6.3856
C -9.2318 1.8922 7.6843
C -8.2985 0.7278 7.3240
C -8.8595 0.0663 6.0611
H -10.3446 3.3000 6.3884
H -8.5874 3.2155 6.0776
H -8.7992 2.5375 8.4474
H -10.1801 1.5094 8.0670
H -7.2947 1.1097 7.1271
H -8.2201 0.0068 8.1358
H -8.0931 -0.3387 5.4035
H -9.5966 -0.7018 6.2871
O 6.8650 -4.5104 -4.7084
S 7.2422 -3.3218 -5.4378
O 6.2466 -2.3198 -5.7186
C 8.6643 -2.5889 -4.6337
C 9.8557 -3.2652 -5.3022
C 9.5307 -3.3032 -6.8020
C 8.0938 -3.8157 -6.9443
H 8.5818 -2.7694 -3.5643
H 8.6320 -1.5191 -4.8393
H 10.7796 -2.7254 -5.1010
H 9.9691 -4.2799 -4.9156
H 9.6079 -2.2975 -7.2191
H 10.2240 -3.9403 -7.3486
H 7.5555 -3.3866 -7.7856
H 8.0434 -4.9020 -6.9864

Properties
**HOMO-LUMO gap**: 10.380 eV
**DFT total energy**: -4727.674044 hartree
**E_LUMO**: 0.45 eV
**Total charge**: 0
**SMILES**: O=[PH2][C@@H]1CCOS(=O)(=O)C1.O=S1(=O)CCCC1.O=S1(=O)CCCC1.O=S1(=O)CCCC1.O=S1(=O)CCCC1.O=S1(=O)CCCC1
**HOMO level**: -9.933 eV